1.
A cluster of 2 separate species, C4H15N2O in total, computed with ωB97M-V/def2-TZVPD.

## Properties
DFT total energy (Eh): -345.87288
M (g mol⁻¹): 107.18
ΔE to the lowest compared entry with this formula, charge and spin (kcal/mol): 45.7
Charge: +1
Frontier orbital gap (eV): 10.91

Last column: Mulliken charge in e.
Cartesian coordinates (Å):
C: 0.451 1.419 -1.762  -0.665
N: 1.306 1.843 -0.746  -0.425
C: -0.813 0.911 -1.180  -0.707
N: -0.689 -0.139 0.017  0.022
C: -0.308 -1.562 -0.291  -0.509
C: -0.469 -2.493 1.022  -1.137
H: 0.118 2.261 -2.452  0.351
H: 0.902 0.671 -2.337  0.408
H: 2.245 1.434 -0.849  0.224
H: 1.201 2.857 -0.752  0.228
H: -1.275 1.808 -0.681  0.344
H: -1.433 0.629 -1.967  0.428
H: -0.053 0.373 0.669  0.271
H: -1.651 -0.375 0.325  0.374
H: 0.659 -1.492 -0.829  0.412
H: -0.973 -1.951 -1.111  0.361
H: -1.490 -2.864 1.215  0.383
H: 0.251 -3.319 0.970  0.352
H: -0.258 -2.065 1.968  0.341
H: 0.471 0.452 3.596  0.313
H: 1.348 1.068 2.564  0.324
O: 0.460 0.535 2.614  -0.690

2.
A cluster of 2 separate species, C4H15N2O in total, computed with ωB97M-V/def2-TZVPD.

## Properties
DFT total energy (Eh): -345.82804
M (g mol⁻¹): 107.18
ΔE to the lowest compared entry with this formula, charge and spin (kcal/mol): 73.8
Charge: +1
Frontier orbital gap (eV): 10.07

Last column: Mulliken charge in e.
Cartesian coordinates (Å):
N: -0.744 -1.400 1.694  -0.243
C: 0.465 -1.078 0.810  -0.667
C: 0.582 0.416 0.612  -0.532
N: -0.774 0.808 0.084  -0.116
C: -0.637 1.043 -1.439  -1.165
C: -1.363 2.134 0.541  -0.918
H: -0.615 -0.903 2.699  0.400
H: -0.908 -2.435 1.895  0.370
H: -1.402 -0.896 1.140  0.376
H: 0.467 -1.543 -0.219  0.358
H: 1.400 -1.456 1.337  0.335
H: 1.658 0.680 0.022  0.272
H: 0.806 0.805 1.565  0.458
H: -0.113 1.900 -1.872  0.412
H: -1.609 0.844 -1.894  0.412
H: -0.160 0.268 -1.975  0.286
H: -0.565 2.990 0.276  0.331
H: -1.547 2.155 1.671  0.301
H: -2.343 2.296 0.117  0.316
H: 2.897 -1.982 -1.949  0.298
H: 2.030 -0.772 -2.497  0.319
O: 2.044 -1.613 -1.988  -0.601